No. 1
Computed, not measured: C4H5NOS in the gas phase, with wB97M-V/def2-TZVPD.

## Properties
Gap between HOMO and LUMO = 8.3 eV
Highest occupied orbital energy = -0.2991 Ha

Cartesian coordinates (Å):
C (0.6364, -0.1067, -0.6755)
C (1.3831, 0.2957, 0.3863)
C (-1.6755, 0.5292, 0.6394)
C (-0.5831, -0.7698, -0.6985)
N (-0.9656, 0.7100, 1.6775)
O (-2.7649, 0.8840, 0.3335)
S (0.6692, -0.0110, 1.9524)
H (0.8996, 0.3085, -1.5391)
H (2.2444, 0.9492, 0.4912)
H (-1.2146, -0.7677, -1.5280)
H (-0.7174, -1.6361, -0.0907)
H (-1.4045, 0.7062, 2.5858)

---

No. 2
Computed, not measured: C4H5NOS in the gas phase, with wB97M-V/def2-TZVPD.

## Properties
Gap between HOMO and LUMO = 8.7 eV
Highest occupied orbital energy = -0.3103 Ha

Cartesian coordinates (Å):
C (1.6130, 0.0046, 0.0662)
C (0.9175, -1.2291, -0.1031)
C (0.7798, 1.1545, 0.1666)
C (-1.4109, 0.2045, 0.5562)
N (-0.5002, 0.9917, 0.0887)
O (-0.2422, -1.5663, 0.2365)
S (-2.9675, 0.0562, -0.3202)
H (2.7282, -0.0639, -0.2203)
H (1.5546, -1.9937, -0.5903)
H (1.2443, 2.0895, 0.0307)
H (-1.3994, 0.1138, 1.5847)
H (-2.3171, 0.2381, -1.4957)

---

No. 3
Computed, not measured: C4H5NOS in the gas phase, with wB97M-V/def2-TZVPD.

## Properties
2S+1 = 3
<S²> = 2.011
Gap between HOMO and LUMO (alpha / beta) = 5.6 / 7.0 eV
Highest occupied orbital energy (alpha / beta) = -0.1785 / -0.3415 Ha

Cartesian coordinates (Å):
C (-0.8568, 0.8354, 0.0353)
C (-0.4606, -0.3066, -0.7689)
C (-0.0535, 1.4310, 0.8964)
C (0.7356, -1.2019, -0.4266)
N (0.3037, 1.8092, 2.0136)
O (1.6339, 1.2634, -0.5102)
S (1.3754, 0.1516, -1.4473)
H (-1.7529, 1.3525, -0.4192)
H (-1.3002, -0.5763, -1.3087)
H (1.1366, -1.1059, 0.5454)
H (0.6047, -2.0830, -0.9593)
H (0.8670, 2.5930, 2.1272)

---

Energy values (in eV) by entry order: -18598.6307; -18599.0933; -18594.7564.
Maximum force values (in hartree/bohr) by entry order: 0.0850; 0.0796; 0.1344.